<1>
ORCA calculation (the ωB97M-V functional and the def2-TZVPD basis) on one molecule with the formula C8H9NS2.

```
20
Properties=species:S:1:pos:R:3:lowdin_charge:R:1
H -1.54 2.75 0.72 0.117
C -1.44 -1.06 -0.14 -0.058
C -1.53 1.67 0.47 -0.080
H -3.47 1.26 1.29 0.104
S 2.42 -0.65 1.72 0.775
H 1.06 -1.88 -0.69 0.122
H 2.45 0.38 -1.75 0.128
H 0.77 -0.98 -2.17 0.140
H 1.15 -0.96 1.35 -0.132
H -3.36 -1.18 0.82 0.104
C -0.40 1.10 -0.13 -0.042
C 0.90 -0.86 -1.07 -0.172
H -1.49 -2.12 -0.39 0.116
C -2.54 -0.52 0.53 -0.071
C -0.36 -0.25 -0.46 -0.254
N 2.10 -0.05 -0.89 -0.102
C 2.94 0.04 0.17 -1.251
C -2.58 0.85 0.81 -0.098
S 4.44 0.74 0.08 0.541
H 0.47 1.73 -0.28 0.111
```

Results
- SMILES string: S=C(S)NCc1ccccc1
- Gap between HOMO and LUMO: 9.01 eV
- E_HOMO: -8.48 eV

<2>
ORCA calculation (the ωB97M-V functional and the def2-TZVPD basis) on one molecule with the formula C8H9NS2.

```
20
Properties=species:S:1:pos:R:3:lowdin_charge:R:1
H 2.84 0.33 0.00 0.037
H -1.35 -1.54 1.31 0.091
N -3.04 0.74 0.08 -0.490
C 0.34 1.41 -0.03 -0.016
C -0.71 0.82 0.05 0.020
H 3.68 1.83 0.41 0.072
C 2.74 1.29 0.50 -0.118
S -4.58 0.60 0.08 0.663
H 0.72 -2.67 -1.53 0.048
C -1.93 0.15 0.14 -0.382
C 0.21 -2.24 -0.68 -0.599
C -1.13 -2.00 -0.74 -0.159
H -1.66 -2.21 -1.66 0.116
C -1.87 -1.39 0.36 -0.163
H 1.82 2.28 -1.19 0.119
C 1.61 2.10 -0.13 -0.248
H -2.90 -1.74 0.43 0.101
H 2.53 1.10 1.55 0.076
S 1.18 -1.92 0.66 0.714
H 1.52 3.07 0.37 0.118
```

Results
- Gap between HOMO and LUMO (spin up / spin down): 7.10 / 6.37 eV
- E_HOMO (spin up / spin down): -8.17 / -8.36 eV

Verdict on stability: <1> comes out on top.

<1>
ORCA calculation (the ωB97M-V functional and the def2-TZVPD basis) on one molecule with the formula C3H6ClN3.

```
13
Properties=species:S:1:pos:R:3:lowdin_charge:R:1
H -0.17 1.50 -2.88 0.085
H 1.50 1.10 0.39 0.058
N 1.20 1.45 -0.55 0.132
H 1.48 -1.10 1.10 0.162
H -0.90 0.07 -2.52 0.050
H -1.32 -0.45 2.06 0.007
C 0.33 -0.79 1.03 -0.375
Cl -2.02 -0.60 -0.29 0.594
H 0.17 -1.13 3.05 0.058
N -0.20 -0.65 -0.24 -0.353
N -0.11 0.68 -2.33 0.096
C 0.34 0.69 -1.01 -0.499
C -0.30 -0.75 2.17 -0.016
```

Results
- SMILES string: [H]/N=C(/N)N(Cl)C=C
- Gap between HOMO and LUMO: 9.35 eV
- E_HOMO: -9.25 eV

<2>
ORCA calculation (the ωB97M-V functional and the def2-TZVPD basis) on one molecule with the formula C3H6ClN3.

```
13
Properties=species:S:1:pos:R:3:lowdin_charge:R:1
H 2.70 1.50 0.58 0.103
Cl -1.08 1.82 -0.45 0.708
C -2.05 -0.81 0.47 -0.028
H 1.14 2.15 0.68 0.012
H 1.46 -1.49 -1.07 0.039
C 1.18 0.20 -0.17 -0.515
N -0.23 0.32 -0.57 -0.457
H -2.35 0.13 0.86 0.007
H -0.70 -1.89 -0.75 0.159
C -0.98 -0.81 -0.28 -0.306
N 1.70 1.40 0.39 0.110
H -2.65 -1.67 0.71 0.056
N 1.85 -0.85 -0.39 0.111
```

Results
- SMILES string: [H]/N=C(/N)N(Cl)C=C
- Gap between HOMO and LUMO: 9.39 eV
- E_HOMO: -8.91 eV

<3>
ORCA calculation (the ωB97M-V functional and the def2-TZVPD basis) on one molecule with the formula C3H6ClN3.

```
13
Properties=species:S:1:pos:R:3:lowdin_charge:R:1
N 0.33 2.25 -0.14 0.116
H -1.24 0.84 -1.71 0.144
C -0.01 1.02 -0.07 -0.528
Cl 2.25 -0.27 -0.67 0.570
H -1.87 -1.35 -0.53 0.106
N -0.95 -0.96 -0.83 -0.033
H 0.37 -2.18 0.40 0.120
H -0.73 -1.23 1.36 0.131
C -0.13 -1.19 0.42 -0.257
H 1.12 2.49 0.53 0.079
H 1.20 0.16 1.48 0.116
C 0.80 -0.06 0.49 -0.581
N -1.15 0.49 -0.73 0.017
```

Results
- SMILES string: [H]/N=C1/NNC[C@H]1Cl
- Gap between HOMO and LUMO: 9.70 eV
- E_HOMO: -9.06 eV

Verdict on stability: <3> comes out on top.

<1>
ORCA calculation (the ωB97M-V functional and the def2-TZVPD basis) on a 2-piece molecular cluster, C2HIN2O overall.

```
7
Properties=species:S:1:pos:R:3:lowdin_charge:R:1
H -1.32 1.69 -0.94 0.061
N -0.38 -2.87 0.50 0.225
C -0.21 1.54 -0.78 -0.063
I 2.81 0.82 0.30 0.792
N -0.77 -1.82 0.56 -0.314
C 0.89 1.35 -0.26 -0.782
O -1.02 -0.70 0.63 0.081
```

Results
- SMILES string: N#[N+][O-].C#CI
- Gap between HOMO and LUMO: 9.73 eV
- E_HOMO: -9.63 eV

<2>
ORCA calculation (the ωB97M-V functional and the def2-TZVPD basis) on a 2-piece molecular cluster, C2HIN2O overall.

```
7
Properties=species:S:1:pos:R:3:lowdin_charge:R:1
C -2.25 -1.21 -0.56 -0.511
O 1.02 -2.29 0.43 0.026
C 0.51 -1.30 0.58 -0.011
H -1.04 -2.95 -0.35 0.091
I -3.53 1.47 -0.99 0.790
N -2.96 -0.27 -0.33 -0.526
N -1.58 -2.10 -0.24 0.142
```

Results
- Gap between HOMO and LUMO: 8.82 eV
- E_HOMO: -8.86 eV

Verdict on stability: <2> comes out on top.

<1>
ORCA calculation (the ωB97M-V functional and the def2-TZVPD basis) on a 2-piece molecular cluster, C2H7OS overall.

```
11
Properties=species:S:1:pos:R:3:lowdin_charge:R:1
H 1.41 0.16 1.20 0.069
S -1.12 3.27 0.16 -0.348
C 0.83 -1.30 -0.09 -0.265
O 1.22 -0.78 1.21 -0.141
C -0.36 -0.33 -0.41 -0.129
H 0.59 -2.31 0.21 0.091
H -2.15 2.44 0.07 -0.502
H 0.07 0.70 -0.43 0.009
H -0.86 -0.55 -1.36 0.054
H 1.59 -1.16 -0.85 0.094
H -1.20 -0.16 0.29 0.067
```

Results
- Charge: -1
- Gap between HOMO and LUMO: 6.24 eV
- E_HOMO: -2.55 eV

<2>
ORCA calculation (the ωB97M-V functional and the def2-TZVPD basis) on a 2-piece molecular cluster, C2H7OS overall.

```
11
Properties=species:S:1:pos:R:3:lowdin_charge:R:1
H 2.26 -1.78 1.37 0.105
H -2.45 1.07 -1.00 0.069
C -1.36 0.82 -1.30 -0.246
S 0.13 0.86 1.22 0.034
O 2.91 -1.11 1.95 -0.321
H -1.37 -0.84 0.08 0.005
H 2.47 -0.20 2.39 0.060
C -0.64 -0.10 -0.21 -0.800
H 0.13 -0.66 -0.84 0.031
H -1.26 0.16 -2.16 0.022
H -0.82 1.78 -1.51 0.042
```

Results
- Charge: -1
- Gap between HOMO and LUMO: 6.76 eV
- E_HOMO: -2.51 eV

<3>
ORCA calculation (the ωB97M-V functional and the def2-TZVPD basis) on a 2-piece molecular cluster, C2H7OS overall.

```
11
Properties=species:S:1:pos:R:3:lowdin_charge:R:1
H -2.79 -0.37 -0.30 0.024
H 1.31 -0.69 1.55 -0.160
C -1.94 0.20 0.20 -0.522
H 1.30 -0.87 -1.19 0.013
H 0.68 0.56 -0.41 0.001
O -1.49 1.33 -0.39 -0.445
S 2.45 -0.59 0.84 0.545
H -2.38 0.42 1.20 0.023
H 2.41 0.63 -1.26 0.051
C 1.64 0.02 -0.63 -0.546
H -1.19 -0.63 0.38 0.016
```

Results
- Charge: -1
- Gap between HOMO and LUMO: 5.63 eV
- E_HOMO: -2.23 eV

<4>
ORCA calculation (the ωB97M-V functional and the def2-TZVPD basis) on a 2-piece molecular cluster, C2H7OS overall.

```
11
Properties=species:S:1:pos:R:3:lowdin_charge:R:1
H -1.27 1.75 2.07 -0.014
C 0.12 -0.23 -0.84 -0.622
H 2.59 -2.11 -0.28 -0.010
H 1.62 -1.15 -0.93 -0.081
C -1.48 1.18 1.16 -0.493
S 0.13 0.34 0.83 0.530
H -2.30 0.45 1.24 0.002
H -0.56 -1.04 -0.94 -0.067
O 2.48 -1.65 -1.12 -0.199
H -1.68 1.91 0.38 0.003
H 0.36 0.54 -1.57 -0.049
```

Results
- Charge: -1
- Gap between HOMO and LUMO: 6.06 eV
- E_HOMO: -2.05 eV

Verdict on stability: <1> comes out on top.

<1>
ORCA calculation (the ωB97M-V functional and the def2-TZVPD basis) on one molecule with the formula C5H6BrCl.

```
13
Properties=species:S:1:pos:R:3:lowdin_charge:R:1
H 1.90 0.18 1.34 0.084
C 0.83 -0.05 1.29 -0.127
C 0.27 0.45 -0.01 -0.872
Br -4.31 -0.74 -0.07 0.741
H 0.35 0.15 -2.15 0.084
H 1.91 0.09 -1.32 0.083
H 0.70 -1.13 1.37 0.089
Cl 0.36 2.22 -0.11 0.644
H 0.34 0.42 2.14 0.082
C 0.86 -0.19 -1.25 -0.127
C -2.58 -0.25 -0.04 -0.700
C -1.43 0.11 -0.01 -0.072
H 0.79 -1.27 -1.18 0.090
```

Results
- SMILES string: CC(C)(Cl)C#CBr
- Gap between HOMO and LUMO: 10.49 eV
- E_HOMO: -9.72 eV

<2>
ORCA calculation (the ωB97M-V functional and the def2-TZVPD basis) on a 2-piece molecular cluster, C5H6BrCl overall.

```
13
Properties=species:S:1:pos:R:3:lowdin_charge:R:1
H -2.88 2.66 0.58 0.090
C -1.67 1.07 0.16 -0.633
H 1.77 -2.53 0.56 0.068
C 0.41 -1.14 -0.31 -0.282
H -0.87 2.95 0.56 0.021
H 2.05 -2.27 -1.14 0.088
H 2.36 -0.93 0.16 0.012
Br 1.67 1.42 -0.05 0.808
C 1.75 -1.78 -0.20 -0.118
Cl -2.81 -0.16 -0.22 0.597
C 0.41 0.13 -0.25 -0.635
C -1.77 2.37 0.47 -0.095
H -0.43 -1.79 -0.32 0.079
```

Results
- Gap between HOMO and LUMO: 9.21 eV
- E_HOMO: -8.93 eV

Verdict on stability: <1> comes out on top.

<1>
ORCA calculation (the ωB97M-V functional and the def2-TZVPD basis) on one molecule with the formula C3H4S.

```
8
Properties=species:S:1:pos:R:3:lowdin_charge:R:1
H 1.62 0.33 -2.40 0.080
C 0.16 -0.59 0.63 -0.794
S -0.95 0.44 0.80 0.750
H -0.43 0.73 -1.72 0.093
C 1.06 -0.53 -0.54 -0.300
H 1.90 -1.29 -0.39 0.105
H 0.70 -1.24 1.46 0.096
C 0.69 0.17 -1.71 -0.031
```

Results
- SMILES string: C=CC=S
- Gap between HOMO and LUMO: 7.92 eV
- E_HOMO: -8.69 eV

<2>
ORCA calculation (the ωB97M-V functional and the def2-TZVPD basis) on one molecule with the formula C3H4S.

```
8
Properties=species:S:1:pos:R:3:lowdin_charge:R:1
S -1.80 -0.04 -0.03 0.613
C -0.09 -0.19 -0.73 -0.573
C 0.89 0.85 -0.06 -0.044
H 0.98 -1.02 1.26 0.095
H 1.12 1.90 -0.11 0.096
H -0.18 -0.19 -1.78 0.049
C 0.88 -0.37 0.40 -0.117
H -1.79 -0.94 1.05 -0.118
```

Results
- SMILES string: SC1C=C1
- Gap between HOMO and LUMO: 9.77 eV
- E_HOMO: -8.72 eV

Verdict on stability: <1> comes out on top.